# 1
Here is F3NO as an isolated structure at a distorted geometry from OMol25. Energies are from ωB97M-V/def2-TZVPD.

Geometry as XYZ:
```
5
Properties=species:S:1:pos:R:3:forces:R:3
N 0.5657 0.3729 -0.1379 -1.2 4.1 -2.9
O 0.7197 -0.7592 -0.1490 2.4 -2.1 -0.5
F 0.0992 0.9164 0.9803 0.1 0.0 1.2
F -1.1090 0.9416 -1.4796 0.8 -0.3 0.6
F -0.2756 -1.4717 0.7862 -2.1 -1.8 1.5
```
Positions in Å, forces in eV/Å.

M ... 87.00 g mol⁻¹
Energy above the lowest of the compared OMol25 structures with the same formula, charge and spin ... 62.7 kcal/mol
E_HOMO (spin up / spin down) ... -11.449 / -13.890 eV
HOMO-LUMO gap (spin up / spin down) ... 7.64 / 11.43 eV
Spin multiplicity ... 1

# 2
Here is C10H4AuBrNO5 as an isolated structure from OMol25. Energies are from ωB97M-V/def2-TZVPD.

Geometry as XYZ:
```
22
Properties=species:S:1:pos:R:3:forces:R:3
Au 0.1715 0.0621 -0.0153 -0.4 -0.1 0.1
O -5.1328 3.3524 0.5949 -0.3 0.1 0.1
C -4.0909 2.7601 0.4457 0.5 0.0 -0.2
C -2.8958 2.8026 1.3720 0.0 -0.4 -0.2
O -2.8593 3.3288 2.4697 0.0 0.2 0.2
C -1.8360 2.0260 0.7144 -0.2 0.1 -0.1
C -2.3315 1.4497 -0.4995 -0.1 0.2 0.1
O -1.6654 0.6809 -1.2639 0.1 0.0 -0.1
C -3.7309 1.8544 -0.7126 0.2 -0.1 0.3
O -4.4781 1.5053 -1.6061 -0.1 0.0 -0.2
O -0.6613 1.8488 1.1790 0.1 -0.1 0.0
Br -2.7210 -5.1774 3.5507 0.0 0.0 0.0
C -1.8449 -3.8005 2.6000 0.0 -0.1 0.0
C -0.7286 -4.0979 1.8409 0.1 0.0 -0.1
C -0.1243 -3.0566 1.1544 -0.2 0.0 0.1
N -0.5735 -1.7997 1.2016 0.4 -0.2 -0.1
C -1.6489 -1.5331 1.9416 -0.1 0.2 0.0
C -2.3220 -2.5096 2.6631 -0.1 0.2 0.0
H -0.3425 -5.1059 1.7764 0.0 0.0 0.0
H 0.7468 -3.2387 0.5366 0.0 0.0 0.0
H -1.9813 -0.4977 1.9529 0.0 -0.1 0.0
H -3.1955 -2.2545 3.2464 0.0 0.0 0.0
```
Positions in Å, forces in eV/Å.

M ... 495.01 g mol⁻¹
Energy above the lowest of the compared OMol25 structures with the same formula, charge and spin ... 15.7 kcal/mol
E_HOMO ... -3.481 eV
Net charge ... -1
HOMO-LUMO gap ... 5.51 eV
Spin multiplicity ... 1

# 3
Here is a 2-piece molecular cluster, C2H3IOS overall at a distorted geometry from OMol25. Energies are from ωB97M-V/def2-TZVPD.

Geometry as XYZ:
```
8
Properties=species:S:1:pos:R:3:forces:R:3
O -1.3148 -0.7010 -0.4941 1.7 -3.0 0.9
C -1.1536 0.6038 -0.5683 -0.1 1.7 -0.4
C -0.0246 1.2555 -0.4202 0.2 0.8 0.6
S 1.1828 2.1269 0.0948 -0.2 -0.4 -0.4
H -0.4536 -1.1187 -0.1404 -1.9 0.6 -0.7
H -2.0704 1.1214 -0.8455 0.3 0.2 0.0
I 1.5567 -2.3751 1.0864 0.3 0.6 0.1
H 2.2775 -0.9128 1.2874 -0.3 -0.6 -0.1
```
Positions in Å, forces in eV/Å.

M ... 202.02 g mol⁻¹
Energy above the lowest of the compared OMol25 structures with the same formula, charge and spin ... 48.5 kcal/mol
E_HOMO ... -7.886 eV
HOMO-LUMO gap ... 7.34 eV
Spin multiplicity ... 1

# 4
Here is C26H32AsClIN2O8OsP2 as an isolated structure from OMol25. Energies are from ωB97M-V/def2-TZVPD.

Geometry as XYZ:
```
74
Properties=species:S:1:pos:R:3:forces:R:3
Os 0.2631 -0.4002 0.4649 0.5 -0.2 0.2
Cl -2.5838 -1.7964 6.5896 0.0 0.0 0.0
C -2.0815 -1.0222 5.1255 0.0 0.0 0.0
C -2.2412 0.3277 4.9710 0.0 0.0 0.0
C -1.8434 0.9896 3.7856 0.0 0.0 0.0
I -2.1316 3.0283 3.5630 0.0 0.0 0.0
C -1.2707 0.2720 2.7673 0.0 0.0 0.0
O -0.8951 0.7640 1.5861 -0.1 0.2 0.1
C -1.1004 -1.1110 2.9456 0.0 0.0 -0.1
N -0.5348 -1.7285 1.8703 -0.1 0.0 0.0
C -0.3836 -3.0392 1.8713 0.0 0.0 0.1
C -0.7500 -3.8052 2.9904 0.0 0.0 0.0
C -1.3005 -3.1993 4.0892 0.0 0.0 0.0
C -1.5052 -1.8014 4.0908 0.0 0.0 0.0
H -2.6872 0.9022 5.7712 0.0 0.0 0.0
H 0.0185 -3.4888 0.9714 0.0 0.0 0.0
H -0.6031 -4.8750 2.9598 0.0 0.0 0.0
H -1.5939 -3.7815 4.9525 0.0 0.0 0.0
C 4.9803 -0.8470 0.2019 0.0 0.0 0.0
C 4.0931 0.2163 0.8381 0.0 0.0 0.0
O 4.8662 1.2082 1.5234 0.0 0.0 0.0
P 3.0049 -0.4645 2.1328 0.1 -0.1 -0.1
O 3.7999 -0.4306 3.4836 -0.1 0.1 0.1
O 2.7918 -2.0138 1.8678 0.0 0.1 0.1
O 1.6604 0.1861 2.1322 -0.2 -0.3 -0.1
P 3.0643 1.0624 -0.4459 -0.1 -0.2 -0.1
O 2.4747 2.3364 0.3093 0.0 0.0 0.0
O 3.8905 1.3566 -1.6179 0.0 0.0 0.0
O 1.8038 0.1660 -0.6808 -0.1 0.2 0.0
H 5.5791 -1.3604 0.9572 0.0 0.0 0.0
H 5.6506 -0.3596 -0.5069 0.0 0.0 0.0
H 4.3928 -1.5733 -0.3597 0.0 0.0 0.0
H 5.5700 1.5108 0.9345 0.0 0.0 0.0
H 4.2842 0.3914 3.6574 0.0 0.0 -0.1
H 3.5454 -2.5898 2.0531 0.0 0.0 0.0
H 3.0595 3.1025 0.2487 0.0 0.0 0.0
C -1.2937 0.0045 -2.8954 0.0 0.0 0.0
As -0.9438 0.8800 -1.2177 0.0 0.1 0.0
C -2.5894 1.6196 -0.5545 -0.1 0.0 0.0
C 0.0645 2.4842 -1.6941 0.0 0.0 -0.1
C -0.7077 3.3356 -2.6638 0.0 0.0 0.1
C -1.5766 4.3247 -2.2107 0.0 0.0 0.0
C -2.3004 5.0936 -3.1098 0.0 0.0 0.0
C -2.1617 4.8833 -4.4743 0.0 0.0 0.0
C -1.2885 3.9083 -4.9360 0.0 0.0 0.0
C -0.5661 3.1400 -4.0356 0.0 0.0 0.0
H -1.8241 0.7096 -3.5333 0.0 0.0 0.0
H -1.8794 -0.8978 -2.7398 0.0 0.0 0.0
H -0.3413 -0.2604 -3.3527 0.0 0.0 0.0
H -3.1559 1.9876 -1.4084 0.0 0.0 0.0
H -2.3447 2.4378 0.1189 0.0 0.0 0.0
H -3.1579 0.8730 -0.0101 0.0 0.1 -0.1
H 1.0071 2.1543 -2.1260 0.0 0.0 0.0
H 0.2744 3.0047 -0.7610 0.0 0.0 0.0
H -1.6759 4.5071 -1.1465 0.0 0.0 0.0
H -2.9669 5.8637 -2.7444 0.0 0.0 0.0
H -2.7231 5.4856 -5.1760 0.0 0.0 0.0
H -1.1622 3.7516 -5.9992 0.0 0.0 0.0
H 0.1262 2.3899 -4.4015 0.0 0.0 0.0
C 1.7448 -2.6427 -1.6386 0.0 0.0 0.0
C 0.2680 -2.7523 -1.4415 -0.1 -0.4 -0.1
C -0.5341 -3.7814 -1.9044 0.4 0.3 0.1
C -1.8415 -3.5315 -1.4617 -0.2 0.3 0.3
C -1.8125 -2.3585 -0.7327 -0.2 -0.3 -0.1
C -2.9811 -1.6803 -0.0991 -0.1 0.0 0.0
N -0.5242 -1.8718 -0.7243 0.1 -0.1 -0.2
H 2.0911 -3.5714 -2.0902 0.0 0.0 0.0
H 2.2815 -2.5197 -0.6946 0.0 0.0 0.0
H 2.0334 -1.8190 -2.2929 0.0 0.0 0.0
H -0.1881 -4.6148 -2.4946 0.0 0.0 0.0
H -2.7209 -4.1278 -1.6461 0.0 0.0 0.0
H -3.6680 -2.4318 0.2906 0.0 0.0 0.0
H -3.5471 -1.0823 -0.8210 0.0 0.0 0.0
H -2.7012 -1.0280 0.7286 0.0 -0.1 0.0
```
Positions in Å, forces in eV/Å.

M ... 990.00 g mol⁻¹
Energy above the lowest of the compared OMol25 structures with the same formula, charge and spin ... 26.7 kcal/mol
E_HOMO ... -10.078 eV
Net charge ... +1
HOMO-LUMO gap ... 6.13 eV
Spin multiplicity ... 1

# 5
Here is an isolated ion of composition C5H10NO and charge +1 at a distorted geometry from OMol25. Energies are from ωB97M-V/def2-TZVPD.

Geometry as XYZ:
```
17
Properties=species:S:1:pos:R:3:forces:R:3
C 1.3860 -0.3939 0.9774 0.7 -3.3 -3.3
C 0.1033 -0.0142 0.2973 -1.3 1.5 0.8
C -0.1351 1.5305 0.2582 -3.3 -4.4 1.0
N -0.3535 -0.7470 -0.8939 -0.9 0.1 0.5
C -1.1344 -0.9034 0.3552 -1.8 2.3 1.0
C -2.7594 -0.3111 0.4048 1.8 -1.6 -0.9
O -3.1954 0.3184 -0.5023 0.5 0.2 0.2
H 1.4039 0.1173 1.8657 0.4 1.0 2.3
H 2.2131 -0.0846 0.3027 -0.3 0.1 0.7
H 1.5402 -1.5370 1.1092 -0.5 1.9 0.1
H 0.3489 1.8397 1.1325 -0.5 1.0 1.8
H -1.2613 1.5594 0.1058 1.6 1.3 0.6
H 0.4041 1.9824 -0.4508 1.7 1.6 -3.3
H 0.2147 -1.5369 -1.0702 0.5 -1.0 -1.1
H -0.8428 -0.2565 -1.6438 0.3 -0.1 -0.2
H -1.0504 -1.8266 0.8754 0.2 -0.8 0.0
H -3.4082 -0.7309 1.2093 0.7 0.3 0.0
```
Positions in Å, forces in eV/Å.

M ... 100.14 g mol⁻¹
Energy above the lowest of the compared OMol25 structures with the same formula, charge and spin ... 69.3 kcal/mol
E_HOMO ... -14.853 eV
Net charge ... +1
HOMO-LUMO gap ... 11.07 eV
Spin multiplicity ... 1

# 6
Here is C29H48NP3PtS2 as an isolated structure at a distorted geometry from OMol25. Energies are from ωB97M-V/def2-TZVPD.

Geometry as XYZ:
```
84
Properties=species:S:1:pos:R:3:forces:R:3
Pt -0.6767 0.3327 -0.1544 1.0 0.2 -0.5
P -2.3034 1.9136 -0.6359 -1.1 1.5 0.1
P -2.0457 -1.4543 0.2932 -1.3 -1.9 0.6
P 1.2382 1.4457 -1.1150 0.8 0.3 -0.2
H 0.7804 -3.9081 -2.2269 0.5 -0.1 0.1
C 1.8042 -3.6218 -1.9523 0.4 -0.1 0.7
C 2.2690 -3.6756 -0.6922 0.0 0.1 -0.7
H 1.6747 -4.0554 0.1468 0.1 0.2 -0.4
C -3.1448 1.7843 -2.2426 0.2 -0.4 -0.1
C -3.6606 1.9972 0.5787 0.0 0.0 0.0
C -1.5978 3.5911 -0.6502 -0.1 0.0 0.0
C -1.1321 -3.0173 0.3097 0.2 -0.2 -0.1
C -2.9734 -1.5256 1.8679 0.0 0.1 -0.1
C -3.3511 -1.6136 -0.9694 0.1 0.2 -0.1
C 2.4206 0.0948 -1.3774 0.3 0.2 -0.2
C 2.1169 2.6401 -0.0358 -0.1 0.0 0.1
C 1.2055 2.3766 -2.7027 -0.1 0.0 -0.2
H 2.4964 -3.3783 -2.7692 -0.3 0.0 0.4
H 3.3092 -3.3934 -0.4772 -0.4 -0.3 -0.1
H -3.8919 2.5867 -2.3110 0.2 -0.1 0.0
H -3.6475 0.8171 -2.3380 0.0 0.2 0.0
H -2.4235 1.8819 -3.0626 -0.2 0.1 0.1
H -4.3816 2.7547 0.2365 0.2 -0.2 0.1
H -3.2761 2.2978 1.5624 -0.1 -0.1 -0.2
H -4.1814 1.0349 0.6715 0.1 0.3 -0.1
H -2.4076 4.3029 -0.8707 0.3 -0.1 0.1
H -0.8215 3.6804 -1.4213 -0.3 0.0 0.2
H -1.1627 3.8379 0.3261 -0.1 0.0 -0.2
H -1.8234 -3.8674 0.2033 0.1 0.3 0.0
H -0.6090 -3.1063 1.2713 -0.1 0.1 -0.2
H -0.3806 -3.0442 -0.4879 -0.2 0.0 0.2
H -3.6468 -2.3973 1.8323 0.2 0.3 0.0
H -3.5692 -0.6195 2.0211 0.1 -0.2 0.0
H -2.2727 -1.6515 2.7028 -0.1 0.0 -0.1
H -3.8438 -2.5912 -0.8619 0.2 0.2 0.0
H -2.9029 -1.5386 -1.9651 -0.2 -0.1 0.1
H -4.1092 -0.8290 -0.8519 0.2 -0.2 0.0
H 3.3015 0.4843 -1.9053 -0.1 -0.2 0.2
H 1.9550 -0.6954 -1.9770 0.2 0.1 0.2
H 2.7202 -0.3269 -0.4098 0.0 0.0 -0.2
H 2.6679 3.3326 -0.6862 -0.1 -0.2 0.3
H 2.8260 2.1205 0.6200 -0.2 0.1 -0.2
H 1.4224 3.2261 0.5746 0.1 0.0 -0.1
H 1.5808 1.7332 -3.5078 0.0 0.3 0.2
H 1.8539 3.2554 -2.6159 -0.2 -0.2 -0.1
H 0.1958 2.7058 -2.9677 0.2 0.0 0.0
C 0.2237 -0.6725 -4.9603 0.0 0.0 -0.5
C -0.1090 -0.0789 -6.2122 0.0 0.1 -1.1
C 0.3428 -0.6513 -7.3940 -0.5 0.8 0.6
C 1.1416 -1.8067 -7.3545 0.1 0.0 0.0
C 1.5068 -2.3827 -6.1229 -0.1 0.1 1.2
C 1.0480 -1.8278 -4.9328 0.6 -0.8 -0.5
S -0.3812 0.0110 -3.5513 -0.2 -0.9 -0.4
H -1.1115 0.0453 1.4829 1.4 1.3 0.1
H -0.7122 0.8262 -6.2166 0.1 -0.2 -0.2
H 0.0848 -0.1889 -8.3493 0.1 -0.2 0.3
H 1.4990 -2.2530 -8.2770 -0.1 0.1 0.0
H 2.1620 -3.2591 -6.1000 -0.3 0.3 0.0
H 1.3086 -2.2604 -3.9699 0.0 0.0 -0.3
N 0.0044 1.0355 1.7769 -1.6 -0.7 0.4
S 1.4536 0.5432 2.5131 -0.2 -0.1 1.2
C 1.4289 1.7407 3.8464 0.5 0.8 0.3
C 2.6123 2.4446 4.1476 -0.2 -0.2 -0.4
C 2.5699 3.5120 5.0511 -0.1 -0.3 0.0
C 1.3627 3.8660 5.6681 0.1 -0.2 -0.2
C 0.1918 3.1550 5.3791 0.1 -0.3 -0.3
C 0.2267 2.0903 4.4703 -0.4 0.3 0.1
C 1.1107 -1.0470 3.2776 -0.1 -0.5 -0.1
C 0.4051 -1.1737 4.4757 -0.4 0.0 0.1
C 0.1121 -2.4442 4.9841 0.1 0.4 -0.1
C 0.5675 -3.5855 4.3243 0.1 -0.1 -0.2
C 1.3226 -3.4647 3.1516 0.0 0.3 0.0
C 1.6005 -2.1978 2.6322 -0.1 0.3 -0.3
H -0.2754 2.0028 1.9784 0.3 -0.5 0.2
H 3.5336 2.1592 3.6390 -0.1 0.2 0.2
H 3.4798 4.0777 5.2600 -0.3 -0.2 0.0
H 1.3336 4.7023 6.3698 0.0 -0.3 -0.2
H -0.7579 3.4359 5.8409 0.4 -0.1 -0.1
H -0.6934 1.5595 4.2267 0.2 0.2 0.1
H 0.0710 -0.2847 4.9980 0.0 -0.2 0.1
H -0.4749 -2.5340 5.8993 0.3 0.0 -0.2
H 0.3418 -4.5796 4.7218 0.1 0.4 -0.1
H 1.6899 -4.3556 2.6353 -0.1 0.3 0.3
H 2.1781 -2.0767 1.7139 -0.1 -0.2 0.2
```
Positions in Å, forces in eV/Å.

M ... 762.84 g mol⁻¹
<S²> ... 6.0327
Energy above the lowest of the compared OMol25 structures with the same formula, charge and spin ... 43.4 kcal/mol
E_HOMO (spin up / spin down) ... -18.623 / -19.134 eV
Net charge ... +4
HOMO-LUMO gap (spin up / spin down) ... 7.47 / 4.58 eV
Spin multiplicity ... 5